1.
Computed, not measured: 5 unconnected molecules or ions with the total composition C16H37BO14Si, with the ωB97M-V functional and the def2-TZVPD basis.

Results
LUMO	0.2634	eV
energy above the lowest of the compared OMol25 structures with the same formula, charge and spin	0.0	kcal per mole
total charge	0
largest force on an atom	0.0097	hartree/bohr
spin multiplicity	1
SMILES	OB(O)[SiH3].CCOC(=O)OC.CCOC(=O)OC.CCOC(=O)OC.CCOC(=O)OC

```
69
C16H37BO14Si, DFT the ωB97M-V functional and the def2-TZVPD basis
O -0.297 -3.045 -0.680
B -1.177 -2.017 -0.933
O -0.591 -0.780 -0.960
Si -3.210 -2.218 -1.122
H -0.518 -3.862 -1.136
H -1.196 -0.048 -1.110
H -3.842 -1.149 -0.313
H -3.616 -2.016 -2.533
H -3.711 -3.529 -0.653
C 0.564 1.778 6.352
C 1.321 1.980 5.059
O 1.540 0.734 4.367
C 0.492 0.261 3.696
O -0.592 0.779 3.610
O 0.852 -0.882 3.113
C -0.198 -1.524 2.377
H 1.080 1.058 6.987
H 0.500 2.726 6.887
H -0.446 1.422 6.157
H 2.326 2.356 5.240
H 0.801 2.666 4.391
H -0.649 -0.820 1.682
H -0.957 -1.905 3.060
H 0.276 -2.340 1.842
C 2.751 1.890 1.484
C 4.149 1.550 1.024
O 4.752 2.641 0.295
C 5.220 3.634 1.044
O 5.220 3.684 2.248
O 5.718 4.570 0.234
C 6.259 5.710 0.911
H 2.131 2.195 0.640
H 2.302 1.016 1.956
H 2.771 2.700 2.212
H 4.147 0.728 0.313
H 4.791 1.287 1.864
H 6.999 5.402 1.647
H 5.466 6.265 1.410
H 6.717 6.315 0.135
C 3.256 -1.379 -1.565
C 2.595 -2.617 -2.124
O 3.190 -3.032 -3.373
C 4.344 -3.682 -3.265
O 4.898 -3.989 -2.240
O 4.782 -3.967 -4.493
C 6.031 -4.666 -4.527
H 3.232 -0.569 -2.294
H 2.707 -1.061 -0.677
H 4.291 -1.579 -1.287
H 1.558 -2.416 -2.374
H 2.636 -3.444 -1.417
H 5.984 -5.564 -3.915
H 6.833 -4.026 -4.161
H 6.192 -4.918 -5.570
C -8.631 0.846 -4.241
C -8.534 -0.437 -3.447
O -7.530 -0.349 -2.414
C -7.901 0.310 -1.318
O -8.984 0.790 -1.107
O -6.866 0.334 -0.478
C -7.106 1.042 0.744
H -7.659 1.113 -4.655
H -9.332 0.712 -5.066
H -8.988 1.662 -3.615
H -8.198 -1.265 -4.068
H -9.488 -0.698 -2.990
H -8.005 0.670 1.232
H -7.219 2.107 0.546
H -6.230 0.861 1.359
```

How is the electron density shared among the atoms? According to Mulliken, the charges in e are: -0.4761 0.5251 -0.4882 0.4048 0.2673 0.2684 -0.1638 -0.1291 -0.1567 -1.2554 -0.1821 -0.3232 0.7899 -0.5951 -0.3536 -0.6217 0.3147 0.3725 0.3297 0.3506 0.3241 0.2227 0.3598 0.2436 -0.6420 -0.0896 -0.3656 0.7961 -0.5638 -0.3477 -0.6354 0.2987 -0.0371 0.3880 0.0477 0.3504 0.2989 0.2919 0.2173 -0.8266 -0.0764 -0.4258 0.7574 -0.5633 -0.3569 -0.6353 0.3160 0.1444 0.4039 0.0774 0.3425 0.2984 0.2934 0.2163 -1.0723 -0.2089 -0.3247 0.7291 -0.5658 -0.2638 -0.6546 0.2839 0.3516 0.3130 0.2890 0.3173 0.3073 0.3034 0.1938

2.
Computed, not measured: a single C4H9N3S molecule in a non-equilibrium geometry, with the ωB97M-V functional and the def2-TZVPD basis.

Results
LUMO	0.8134	eV
energy above the lowest of the compared OMol25 structures with the same formula, charge and spin	48.3	kcal per mole
total charge	0
largest force on an atom	0.0637	hartree/bohr
spin multiplicity	1
SMILES	[H]/N=C(/CCS)NN=C

```
17
C4H9N3S, DFT the ωB97M-V functional and the def2-TZVPD basis
H -1.440 -2.276 1.573
N -1.304 -1.734 0.760
C -0.519 -0.757 0.977
C -0.275 0.181 -0.187
C -0.375 -0.466 -1.589
S 0.074 0.640 -2.926
N 0.236 -0.566 2.161
N 1.145 0.364 2.441
C 0.832 1.556 2.058
H 0.691 0.607 -0.042
H -1.021 0.959 -0.144
H 0.262 -1.378 -1.657
H -1.333 -0.865 -1.781
H 1.372 0.530 -2.778
H 0.327 -1.438 2.706
H 1.601 2.281 2.106
H -0.161 1.824 1.749
```

How is the electron density shared among the atoms? According to Mulliken, the charges in e are: 0.1920 -0.6304 0.5117 -0.4290 -1.0050 -0.1996 0.1155 -0.6313 -0.5544 0.5019 0.2556 0.3518 0.4325 0.1050 0.2578 0.3290 0.3970

3.
Computed, not measured: a molecular structure, C21H24CaN5OS2Si, with the ωB97M-V functional and the def2-TZVPD basis.

Results
LUMO	-2.2767	eV
energy above the lowest of the compared OMol25 structures with the same formula, charge and spin	0.0	kcal per mole
total charge	+1
largest force on an atom	0.0065	hartree/bohr
spin multiplicity	1

```
55
C21H24CaN5OS2Si, DFT the ωB97M-V functional and the def2-TZVPD basis
Ca 0.085 0.694 0.449
C -2.803 -2.894 0.447
Si -1.818 -1.719 -0.624
C -1.949 -2.210 -2.422
C -2.586 0.010 -0.425
N -0.201 -1.460 -0.109
C 0.892 -2.263 -0.357
C 0.855 -3.644 -0.624
C 2.012 -4.365 -0.864
C 3.261 -3.754 -0.840
C 3.339 -2.397 -0.577
C 2.175 -1.694 -0.348
O 2.263 -0.304 -0.057
C 2.283 0.581 -1.119
C 2.612 1.895 -0.791
C 2.568 2.871 -1.782
C 2.174 2.542 -3.071
C 1.831 1.229 -3.373
C 1.877 0.236 -2.403
H -3.846 -2.952 0.129
H -2.793 -2.575 1.493
H -2.392 -3.906 0.405
H -2.994 -2.295 -2.729
H -1.472 -3.173 -2.615
H -1.470 -1.469 -3.066
H -3.639 -0.010 -0.713
H -2.131 0.768 -1.081
H -2.576 0.373 0.611
H -0.104 -4.147 -0.637
H 1.938 -5.426 -1.066
H 4.160 -4.326 -1.022
H 4.289 -1.877 -0.544
H 2.960 2.122 0.210
H 2.870 3.884 -1.544
H 2.153 3.298 -3.844
H 1.526 0.969 -4.378
H 1.616 -0.789 -2.629
N -0.335 -1.576 3.150
C -0.671 -0.325 3.512
N -0.683 0.677 2.663
C -1.058 1.864 3.273
C -1.301 1.768 4.597
S -1.099 0.132 5.125
C -1.180 3.040 2.405
C -1.817 4.195 2.694
S -1.761 5.267 1.344
C -0.890 4.073 0.454
N -0.648 2.969 1.113
N -0.525 4.269 -0.841
H -0.275 -1.786 2.154
H -0.444 -2.341 3.791
H -1.584 2.539 5.293
H -2.335 4.466 3.598
H -0.638 5.188 -1.235
H 0.279 3.760 -1.180
```

How is the electron density shared among the atoms? According to Mulliken, the charges in e are: 1.6387 -1.1158 0.0349 -1.0869 -1.4380 0.5574 0.1985 -0.4172 -0.8897 -0.6132 -0.5080 0.3171 -0.6736 -0.4408 0.5315 -0.9226 -0.2472 -0.8667 -0.2071 0.4067 0.3290 0.3358 0.3814 0.3531 0.2937 0.4861 0.3490 0.4599 0.3282 0.4219 0.4157 0.4747 0.5089 0.4594 0.4491 0.4382 0.5072 -0.2767 0.4063 0.0118 -0.2063 -0.4264 -0.1888 -0.1874 -0.5718 -0.1756 0.3979 -0.0485 -0.3884 -0.0444 0.2401 0.4600 0.4292 0.2650 0.0547

Number 1: calculated total energy -1999.6699 Ha, M 492.356 g mol⁻¹, HOMO level -10.412 eV. Number 2: calculated total energy -720.1964 Ha, M 131.204 g mol⁻¹, HOMO level -8.849 eV. Number 3: calculated total energy -2927.1391 Ha, M 494.755 g mol⁻¹, HOMO level -10.019 eV.